Entry 1:
ORCA calculation (the ωB97M-V functional and the def2-TZVPD basis) on C17H23Br2N2O2RuSi2 as an isolated structure.

Last column: Mulliken charge in e.
Atoms and positions in Å:
Ru (0.6574, -0.3316, -0.9551)  0.411
O (-1.0229, -1.1332, -0.0688)  -0.331
N (-2.1556, -0.5092, -0.2521)  -0.602
N (-2.1412, 0.3318, -1.3009)  1.172
O (-0.9921, 0.5571, -1.9363)  -0.922
C (-3.2872, 0.9245, -1.7250)  0.316
C (-3.2722, 1.7640, -2.8540)  -0.472
C (-4.4452, 2.3288, -3.2966)  -0.537
C (-5.6429, 2.0840, -2.6292)  -0.433
C (-5.6569, 1.2560, -1.5107)  -0.613
C (-4.4998, 0.6749, -1.0522)  -0.261
H (-2.3368, 1.9352, -3.3654)  0.403
H (-4.4322, 2.9538, -4.1784)  0.370
H (-6.5610, 2.5276, -2.9818)  0.385
H (-6.5853, 1.0487, -0.9985)  0.374
H (-4.4956, 0.0181, -0.1990)  0.458
Br (2.5891, 0.6461, -2.0436)  -0.548
C (1.3945, -1.6758, -3.6650)  -0.565
Br (0.0447, -2.6095, -2.7792)  0.050
H (2.3503, -2.1646, -3.7131)  0.373
H (1.0805, -1.0508, -4.4823)  0.393
C (0.8092, -3.4685, 0.8467)  -1.220
Si (1.8824, -1.9479, 0.3586)  0.766
C (3.4834, -2.6328, -0.4927)  -1.175
C (2.3040, -0.9380, 1.9411)  0.379
C (3.0934, -1.5473, 2.9071)  -0.500
C (3.4222, -0.8859, 4.0772)  -0.708
C (2.9644, 0.4051, 4.2833)  -0.730
C (2.1709, 1.0138, 3.3273)  -0.416
C (1.8240, 0.3580, 2.1527)  0.240
Si (0.6836, 1.2380, 0.8815)  0.913
C (1.4333, 2.9453, 0.3932)  -1.259
C (-1.0264, 1.5993, 1.6840)  -1.318
H (1.3540, -4.0876, 1.5540)  0.384
H (0.5570, -4.0821, -0.0132)  0.328
H (-0.1199, -3.1552, 1.3135)  0.306
H (4.0166, -3.2542, 0.2202)  0.385
H (4.1561, -1.8433, -0.8172)  0.326
H (3.2463, -3.2562, -1.3516)  0.274
H (3.4489, -2.5525, 2.7385)  0.325
H (4.0312, -1.3756, 4.8225)  0.385
H (3.2274, 0.9327, 5.1886)  0.386
H (1.8129, 2.0185, 3.4915)  0.332
H (1.3048, 3.6396, 1.2178)  0.372
H (0.9400, 3.3724, -0.4759)  0.316
H (2.4943, 2.8744, 0.1724)  0.330
H (-0.8770, 2.2203, 2.5619)  0.499
H (-1.5409, 0.6958, 1.9959)  0.336
H (-1.6857, 2.1377, 1.0085)  0.326

Atoms 1-2, force components in eV/Å:
Ru -0.1 -1.1 -1.3
O -1.2 1.5 0.1

Computed properties:
<S²>: 0.7979
spin multiplicity: 2
relative energy (zero: lowest compared OMol25 entry of this formula, charge and spin): 30.3 kcal/mol
DFT total energy: -183494.763 eV
orbital gap (spin up / spin down): 4.68 / 4.89 eV
LUMO energy (spin up / spin down): -0.1085 / -0.0967 Ha

=====

Entry 2:
ORCA calculation (the ωB97M-V functional and the def2-TZVPD basis) on C5H7N as an isolated structure.

Last column: Mulliken charge in e.
Atoms and positions in Å:
C (-0.8751, 0.9663, -0.3052)  -0.437
C (-0.9915, -0.5287, -0.3068)  -0.148
C (0.4252, -1.0731, -0.1579)  -0.150
C (1.3318, 0.1186, -0.0743)  -0.437
N (0.3073, 0.9602, 0.5878)  -0.506
C (-0.3787, -0.6996, 1.0471)  -0.642
H (-1.7071, 1.4395, 0.2291)  0.236
H (-0.6999, 1.4980, -1.2466)  0.264
H (-1.7873, -1.1396, -0.7235)  0.398
H (0.6730, -2.0857, -0.4633)  0.398
H (2.1528, -0.0433, 0.6339)  0.236
H (1.7271, 0.5648, -0.9930)  0.264
H (-0.1326, 0.1359, 1.7578)  0.524

Atoms 1-2, force components in eV/Å:
C -0.1 0.1 -0.3
C -0.2 0.0 -0.1

Computed properties:
relative energy (zero: lowest compared OMol25 entry of this formula, charge and spin): 132.5 kcal/mol
DFT total energy: -6782.765 eV
orbital gap: 9.67 eV
LUMO energy: 0.0368 Ha

=====

Entry 3:
ORCA calculation (the ωB97M-V functional and the def2-TZVPD basis) on C19H31AuBClN5O3PS2 as an isolated structure.

Last column: Mulliken charge in e.
Atoms and positions in Å:
Au (0.4579, -0.3088, 0.4916)  0.463
C (0.8053, 3.1401, 3.8407)  -0.859
N (-0.4029, 2.3013, 3.8278)  0.317
C (-1.6482, 2.7136, 4.2143)  -0.550
C (-2.4715, 1.6403, 4.0858)  -0.399
N (-1.7283, 0.5738, 3.6518)  0.343
B (-2.2231, -0.9323, 3.5723)  -0.005
N (-3.1079, -1.0578, 2.2675)  0.293
C (-4.4315, -0.7941, 2.1747)  -0.340
C (-4.8647, -1.1610, 0.9235)  -0.446
N (-3.7862, -1.6336, 0.2555)  0.138
C (-3.8084, -2.1748, -1.1153)  -0.804
C (-2.6972, -1.5932, 1.0859)  -0.111
S (-1.1795, -2.2130, 0.6523)  -0.248
C (-0.4574, 0.9885, 3.4787)  -0.308
S (0.8546, 0.0713, 2.8669)  -0.317
H (0.4965, 4.1796, 3.8883)  0.338
H (1.3787, 2.9621, 2.9358)  0.330
H (1.4209, 2.9052, 4.7038)  0.334
H (-1.8505, 3.7180, 4.5522)  0.508
H (-3.5238, 1.5593, 4.3115)  0.492
H (-1.2833, -1.6431, 3.4321)  -0.051
H (-2.8833, -1.1881, 4.5484)  -0.065
H (-4.9957, -0.3914, 3.0025)  0.496
H (-5.8516, -1.1323, 0.4847)  0.447
H (-4.7829, -1.9694, -1.5438)  0.356
H (-3.6390, -3.2465, -1.1001)  0.342
H (-3.0379, -1.6933, -1.7082)  0.276
C (4.6340, -2.2476, -1.2296)  -1.206
C (3.3087, -2.1611, -0.5241)  -0.152
O (2.2210, -2.2039, -1.5165)  -0.143
P (1.1142, -1.0943, -1.6298)  0.907
O (0.0893, -1.7331, -2.6246)  -0.278
C (-0.2528, -3.1653, -2.6768)  0.028
C (0.4015, -3.8071, -3.8720)  -1.380
O (1.6551, 0.1622, -2.3765)  -0.251
C (2.1758, 0.1195, -3.7540)  -0.102
C (3.4820, 0.8601, -3.8086)  -1.061
H (5.4287, -2.3748, -0.4916)  0.420
H (4.8417, -1.3457, -1.8057)  0.180
H (4.6495, -3.1061, -1.9008)  0.316
H (3.2312, -1.2446, 0.0669)  0.222
H (3.1524, -3.0078, 0.1372)  0.345
H (-1.3337, -3.1900, -2.7461)  0.218
H (0.0514, -3.6429, -1.7480)  0.376
H (0.0648, -3.3372, -4.7972)  0.346
H (0.1362, -4.8658, -3.9060)  0.406
H (1.4868, -3.7278, -3.8060)  0.310
H (1.4165, 0.5905, -4.3699)  0.287
H (2.2771, -0.9214, -4.0593)  0.295
H (3.3559, 1.9011, -3.4996)  0.290
H (3.8504, 0.8546, -4.8360)  0.412
H (4.2352, 0.3895, -3.1755)  0.168
Cl (-2.1475, 4.7396, 1.1007)  -0.149
C (-0.7271, 3.9476, 0.5482)  0.195
C (0.3145, 4.6639, -0.0153)  -0.262
C (1.4287, 3.9733, -0.4601)  -0.878
C (1.4732, 2.5994, -0.3231)  -0.210
N (0.4618, 1.9212, 0.2382)  0.031
C (-0.6273, 2.5754, 0.6653)  -0.725
H (0.2488, 5.7424, -0.1039)  0.479
H (2.2591, 4.4981, -0.9146)  0.463
H (2.3205, 2.0215, -0.6676)  0.552
H (-1.4364, 1.9960, 1.1011)  0.583

Atoms 1-2, force components in eV/Å:
Au -1.0 -0.1 0.4
C -0.3 -0.2 0.0

Computed properties:
net charge: +2
DFT total energy: -81638.899 eV
orbital gap (spin up / spin down): 5.22 / 5.22 eV
LUMO energy (spin up / spin down): -0.3156 / -0.3157 Ha

=====

Entry 4:
ORCA calculation (the ωB97M-V functional and the def2-TZVPD basis) on C5H8O3Sm as an isolated structure.

Last column: Mulliken charge in e.
Atoms and positions in Å:
O (0.6966, -0.4500, 1.0325)  -0.372
C (-0.2473, 0.6753, 0.5139)  0.185
C (0.5435, 1.1729, -0.6976)  -0.466
O (1.8149, 0.5119, -0.5907)  -0.355
C (1.7988, -0.4023, 0.3669)  0.746
O (2.7213, -1.2082, 0.4711)  -0.681
Sm (5.1424, -1.5919, -0.7182)  1.879
C (-1.7135, 0.4284, 0.3517)  -0.514
C (-1.7896, -1.0318, -0.0836)  -1.066
H (-0.0881, 1.3384, 1.3740)  0.369
H (0.7259, 2.2506, -0.6543)  0.300
H (0.0921, 0.8958, -1.6570)  0.320
H (-2.2285, 0.5926, 1.3058)  0.352
H (-2.0920, 1.1023, -0.4293)  0.324
H (-2.7091, -1.4931, 0.2930)  0.382
H (-0.9505, -1.6500, 0.2956)  0.286
H (-1.7170, -1.1409, -1.1738)  0.311

Atoms 1-2, force components in eV/Å:
O -0.7 0.1 -0.4
C 1.8 2.0 1.8

Computed properties:
<S²>: 12.0065
net charge: +2
spin multiplicity: 7
relative energy (zero: lowest compared OMol25 entry of this formula, charge and spin): 0.0 kcal/mol
DFT total energy: -29343.908 eV
orbital gap (spin up / spin down): 7.37 / 7.57 eV
LUMO energy (spin up / spin down): -0.3579 / -0.3505 Ha

=====

Please write out number 4 again, unchanged.
ORCA calculation (the ωB97M-V functional and the def2-TZVPD basis) on C5H8O3Sm as an isolated structure.

Last column: Mulliken charge in e.
Atoms and positions in Å:
O (0.6966, -0.4500, 1.0325)  -0.372
C (-0.2473, 0.6753, 0.5139)  0.185
C (0.5435, 1.1729, -0.6976)  -0.466
O (1.8149, 0.5119, -0.5907)  -0.355
C (1.7988, -0.4023, 0.3669)  0.746
O (2.7213, -1.2082, 0.4711)  -0.681
Sm (5.1424, -1.5919, -0.7182)  1.879
C (-1.7135, 0.4284, 0.3517)  -0.514
C (-1.7896, -1.0318, -0.0836)  -1.066
H (-0.0881, 1.3384, 1.3740)  0.369
H (0.7259, 2.2506, -0.6543)  0.300
H (0.0921, 0.8958, -1.6570)  0.320
H (-2.2285, 0.5926, 1.3058)  0.352
H (-2.0920, 1.1023, -0.4293)  0.324
H (-2.7091, -1.4931, 0.2930)  0.382
H (-0.9505, -1.6500, 0.2956)  0.286
H (-1.7170, -1.1409, -1.1738)  0.311

Atoms 1-2, force components in eV/Å:
O -0.7 0.1 -0.4
C 1.8 2.0 1.8

Computed properties:
<S²>: 12.0065
net charge: +2
spin multiplicity: 7
relative energy (zero: lowest compared OMol25 entry of this formula, charge and spin): 0.0 kcal/mol
DFT total energy: -29343.908 eV
orbital gap (spin up / spin down): 7.37 / 7.57 eV
LUMO energy (spin up / spin down): -0.3579 / -0.3505 Ha